Entry 1:
19
Properties=species:S:1:pos:R:3:mulliken_charge:R:1 method="wB97M-V/def2-TZVPD" gap_ev=9.02 lumo_ev=0.790 homo_ev=-8.23
C -2.844 0.088 1.801 -0.32
N -1.719 -0.285 1.372 -0.22
C -0.992 0.362 0.306 0.05
O -1.588 1.358 -0.418 -0.42
C 0.171 -0.197 -0.033 0.59
C 0.834 -1.299 0.709 -1.35
C 0.857 0.503 -1.235 -0.17
C 2.320 0.141 -1.441 -1.34
H -3.450 0.921 1.398 0.07
H -3.267 -0.428 2.653 0.25
H -2.436 1.582 -0.010 0.27
H 1.073 -2.120 0.035 0.28
H 1.765 -0.956 1.159 0.27
H 0.166 -1.652 1.489 0.41
H 0.770 1.591 -1.172 0.34
H 0.275 0.220 -2.117 0.26
H 2.912 0.433 -0.577 0.32
H 2.708 0.664 -2.314 0.39
H 2.446 -0.927 -1.605 0.30

Entry 2:
6
Properties=species:S:1:pos:R:3:mulliken_charge:R:1 method="wB97M-V/def2-TZVPD" gap_ev="10.12 / 10.14" lumo_ev="-1.134 / -1.108" homo_ev="-11.25 / -11.25"
C -0.550 -0.603 1.056 0.31
N 0.861 1.362 -1.991 -0.20
O -0.245 0.476 0.744 -0.34
F -1.282 -0.788 2.209 -0.22
H -0.281 -1.729 0.764 0.23
H 1.498 1.282 -2.781 0.22

Entry 3:
55
Properties=species:S:1:pos:R:3:mulliken_charge:R:1 method="wB97M-V/def2-TZVPD" gap_ev=5.84 lumo_ev=4.679 total_charge=-3 homo_ev=-1.17
Na 9.479 10.447 -12.948 1.08
C 9.552 15.154 -14.616 0.49
F 8.716 16.197 -14.492 -0.26
F 10.175 15.335 -15.786 -0.26
F 10.412 15.227 -13.622 -0.19
S 8.524 13.543 -14.594 1.13
O 7.870 13.545 -15.877 -0.71
O 9.576 12.538 -14.474 -0.54
O 7.636 13.672 -13.466 -0.66
C 12.686 7.659 -11.796 0.48
F 12.378 7.044 -12.959 -0.28
F 13.473 6.795 -11.126 -0.26
F 13.398 8.753 -12.084 -0.24
S 11.107 8.032 -10.815 1.11
O 10.769 6.723 -10.284 -0.68
O 11.528 9.031 -9.845 -0.66
O 10.216 8.532 -11.860 -0.58
C 11.367 13.862 -10.059 0.37
F 11.661 14.190 -11.326 -0.20
F 12.370 13.128 -9.559 -0.25
F 11.312 15.008 -9.364 -0.25
S 9.745 12.867 -10.000 1.17
O 9.806 12.032 -8.807 -0.71
O 8.731 13.897 -9.915 -0.68
O 9.840 12.104 -11.241 -0.33
C 6.672 8.900 -10.125 0.47
F 6.172 7.720 -10.534 -0.27
F 7.688 8.683 -9.305 -0.19
F 7.203 9.491 -11.221 -0.15
S 5.364 9.958 -9.239 1.11
O 4.178 9.804 -10.082 -0.70
O 5.278 9.324 -7.948 -0.69
O 5.934 11.291 -9.207 -0.58
C 7.662 5.795 -16.047 -0.34
C 9.034 5.698 -16.697 -0.27
O 9.740 6.801 -16.122 -0.27
C 8.842 7.693 -15.649 0.59
O 9.074 8.805 -15.329 -0.42
O 7.627 7.124 -15.548 -0.34
H 7.512 5.119 -15.203 0.27
H 6.847 5.614 -16.747 0.25
H 8.973 5.796 -17.781 0.25
H 9.595 4.821 -16.383 0.25
C 12.942 12.560 -13.068 -0.43
O 13.490 11.754 -14.118 -0.46
C 12.737 10.745 -14.532 0.55
O 11.662 10.461 -14.129 -0.08
O 13.396 10.143 -15.528 -0.44
C 13.028 8.800 -15.820 -0.43
H 12.003 12.989 -13.420 0.16
H 13.639 13.366 -12.852 0.26
H 12.786 11.957 -12.174 0.25
H 13.809 8.403 -16.463 0.25
H 12.025 8.779 -16.247 0.22
H 12.999 8.203 -14.906 0.11

Entry 4:
38
Properties=species:S:1:pos:R:3:mulliken_charge:R:1 method="wB97M-V/def2-TZVPD" gap_ev=7.93 lumo_ev=-0.545 smiles="C=C[C@H]1NC(=O)[C@@H](COO)[C@@]1(CCC(N)=O)P(=N)(O)O" homo_ev=-8.48
C -3.661 1.134 -0.693 -0.87
C -2.289 1.208 -0.546 -0.61
C -1.554 -0.075 -0.478 -0.29
N -1.618 -0.794 -1.776 -0.36
C -0.608 -1.790 -1.742 0.26
O -0.448 -2.622 -2.603 -0.58
C 0.193 -1.581 -0.417 0.10
C 1.592 -2.198 -0.318 -1.44
O 2.196 -2.521 -1.557 -0.25
O 3.277 -1.623 -1.816 -0.39
C -0.025 -0.067 -0.219 1.33
C 0.275 0.551 1.164 -2.14
C -0.184 -0.310 2.352 -0.31
C -0.213 0.519 3.628 0.11
N 0.804 1.495 3.869 -0.55
O -1.086 0.344 4.456 -0.49
P 0.961 1.053 -1.331 0.93
N 0.528 2.527 -1.089 -0.89
O 0.826 0.638 -2.891 -0.56
O 2.499 0.923 -0.938 -0.60
H -4.154 1.446 -1.603 0.26
H -4.225 0.721 0.136 0.28
H -1.797 2.162 -0.428 0.47
H -1.994 -0.822 0.188 0.46
H -1.548 -0.222 -2.603 0.33
H -0.416 -2.141 0.296 0.76
H 2.269 -1.622 0.309 0.57
H 1.477 -3.157 0.181 0.38
H 2.908 -1.027 -2.481 0.38
H -0.251 1.501 1.195 0.60
H 1.324 0.800 1.293 0.88
H -1.176 -0.694 2.164 0.27
H 0.534 -1.106 2.534 0.32
H 1.009 2.065 3.062 0.35
H 1.645 1.097 4.259 0.27
H 0.218 2.962 -1.947 0.24
H 0.037 1.087 -3.210 0.36
H 2.675 0.139 -0.401 0.43

Entry 5:
45
Properties=species:S:1:pos:R:3:mulliken_charge:R:1 method="wB97M-V/def2-TZVPD" gap_ev="7.77 / 3.14" s_squared=6.012 lumo_ev="-14.506 / -19.058" total_charge=+4 multiplicity=5 homo_ev="-22.27 / -22.20"
N 0.345 -2.177 -0.498 -0.26
C 0.465 -3.287 -0.747 0.40
C 0.620 -4.702 -1.051 -0.97
H 1.104 -5.215 -0.210 0.35
H 1.239 -4.826 -1.950 0.34
H -0.363 -5.158 -1.230 0.35
N -0.365 1.469 -1.696 -0.06
C -0.623 2.206 -2.535 0.35
C -0.928 3.135 -3.596 -1.06
H -0.385 2.857 -4.509 0.35
H -0.634 4.151 -3.303 0.35
H -2.006 3.124 -3.806 0.35
N 0.754 0.784 1.980 -0.26
C 1.084 1.187 2.997 0.38
C 1.506 1.689 4.297 -0.93
H 0.753 2.385 4.692 0.34
H 2.465 2.216 4.202 0.33
H 1.624 0.855 5.001 0.34
Pd -0.026 0.024 -0.025 0.49
C -1.447 1.532 0.711 0.48
O -2.283 2.217 1.108 -0.21
C -1.757 -0.710 -1.164 0.49
O -2.738 -1.076 -1.645 -0.21
C 3.009 -0.736 -1.791 -0.25
C 3.406 -0.970 -0.497 -0.20
C 3.554 0.100 0.394 -0.23
C 3.299 1.384 -0.025 -0.24
C 2.894 1.622 -1.344 -0.24
C 2.749 0.571 -2.218 -0.24
H 2.914 -1.533 -2.494 0.53
H 3.631 -1.956 -0.155 0.54
H 3.888 -0.103 1.388 0.53
H 3.426 2.217 0.630 0.53
H 2.726 2.629 -1.654 0.53
H 2.464 0.731 -3.235 0.53
C -3.201 -1.470 2.300 -1.40
C -3.154 -0.548 1.177 1.12
C -4.311 0.102 0.584 -1.20
O -1.987 -0.386 0.790 -0.30
H -4.240 -1.597 2.625 0.48
H -2.619 -1.091 3.161 0.31
H -2.806 -2.466 2.025 0.31
H -4.319 1.205 0.654 0.35
H -4.509 -0.159 -0.472 0.35
H -5.215 -0.227 1.135 0.43

Entry 6:
39
Properties=species:S:1:pos:R:3:mulliken_charge:R:1 method="wB97M-V/def2-TZVPD" gap_ev=10.60 lumo_ev=0.180 smiles="C[C@H]1COC(=O)O1.C[C@H]1COC(=O)O1.C[C@H]1COC(=O)O1" homo_ev=-10.42
C 15.682 16.418 -6.526 -1.32
C 16.412 15.585 -5.493 0.33
C 16.349 16.204 -4.109 -0.33
O 15.122 15.578 -3.688 -0.30
C 14.866 14.472 -4.370 0.66
O 13.850 13.772 -4.168 -0.59
O 15.748 14.331 -5.363 -0.35
H 15.807 15.935 -7.495 0.35
H 16.132 17.406 -6.618 0.38
H 14.620 16.453 -6.284 0.32
H 17.413 15.498 -5.916 0.33
H 16.165 17.277 -4.158 0.28
H 17.156 15.916 -3.435 0.26
C 10.801 18.942 -2.370 -1.54
C 11.092 20.175 -1.636 0.53
C 12.118 21.057 -2.360 -0.39
O 11.638 22.397 -2.144 -0.32
C 10.481 22.296 -1.448 0.66
O 9.839 23.248 -0.918 -0.60
O 10.040 21.074 -1.440 -0.33
H 9.996 18.342 -1.944 0.35
H 11.692 18.338 -2.543 0.39
H 10.557 19.144 -3.413 0.39
H 11.247 19.993 -0.572 0.27
H 12.220 20.904 -3.435 0.31
H 13.112 20.825 -1.979 0.29
C 14.139 13.160 3.183 -1.30
C 13.903 13.707 1.732 0.38
C 12.506 14.079 1.344 -0.35
O 12.649 15.500 1.440 -0.37
C 13.959 15.891 1.473 0.66
O 14.357 17.008 1.454 -0.54
O 14.710 14.811 1.599 -0.36
H 15.175 12.829 3.254 0.35
H 13.455 12.355 3.450 0.37
H 14.095 13.956 3.927 0.34
H 14.167 12.963 0.981 0.26
H 11.814 13.648 2.067 0.26
H 12.260 13.892 0.299 0.30

Calculated electronic energy in order - -365.164631, -268.989772, -4695.042388, -1348.728106, -1176.311089, -1145.202789 hartree
Calculated strongest force on any atom in order - 2.701, 3.071, 2.089, 2.423, 4.460, 5.857 eV/A
Calculated energy above the lowest of the compared OMol25 structures with the same formula, charge and spin in order - 1.8187, 5.3743, 0.9514, 3.3820, 0.2297, 1.9344 eV